{
  "formula": "C6H14O6S",
  "method": "wB97M-V/def2-TZVPD",
  "max_force_ev_per_a": 5.097,
  "molar_mass_g_mol": 214.2,
  "e_tot_ha": -1086.61122,
  "species": ["O", "C", "O", "O", "H", "H", "O", "C", "O", "C", "C", "O", "H", "H", "H", "H", "H", "H", "C", "C", "S", "H", "H", "H", "H", "H", "H"],
  "xyz": [[0.09151, 1.49063, 0.95556], [0.90870, 2.09395, 1.55575], [2.02077, 1.71140, 2.00110], [0.76751, 3.47964, 1.84265], [2.07304, 0.69008, 1.82659], [-0.03333, 3.78286, 1.51299], [0.37951, -0.17297, -1.59445], [0.70131, 0.93875, -1.68961], [1.92368, 1.40342, -1.31420], [2.99772, 0.44956, -1.07428], [2.64156, -0.91103, -0.43783], [1.89701, -0.64700, 0.79252], [0.11060, 1.80783, -2.04814], [3.45818, 0.00038, -1.97468], [3.55820, 1.18784, -0.46069], [3.59754, -1.33117, -0.18437], [2.11806, -1.63915, -1.18259], [1.01972, -0.29927, 0.60922], [-2.41992, -2.59399, 0.71685], [-2.16654, -1.22403, 0.19444], [-3.65389, -0.65352, -0.63879], [-2.84431, -3.15779, -0.13548], [-1.48120, -3.19463, 1.02278], [-3.08031, -2.69458, 1.58828], [-1.30820, -1.19018, -0.53893], [-2.11503, -0.36456, 0.91012], [-4.38094, -0.12408, 0.27512]],
  "forces_ev_per_a": [[-1.986, -1.506, -1.071], [-0.971, 4.979, 0.495], [2.346, -2.670, 1.084], [2.825, -2.781, 0.776], [0.336, 1.516, -0.126], [-2.487, 0.612, -1.116], [-1.481, -2.983, -0.353], [1.599, 3.613, 0.120], [-0.590, -0.736, -1.153], [-0.535, -0.373, 0.154], [-1.626, 1.058, 0.275], [1.010, -1.321, -0.179], [-0.002, -0.468, 0.150], [0.200, 1.572, -0.321], [0.790, -1.586, -0.293], [0.341, -0.375, 0.524], [0.745, 1.496, 1.595], [-0.465, -0.028, -0.610], [1.429, -2.494, 0.516], [0.170, 1.831, 0.492], [0.134, -0.482, -3.137], [0.014, 0.001, 0.610], [-1.063, 1.174, -0.487], [-0.092, 0.418, -0.416], [-1.158, 0.148, 0.842], [1.035, -1.197, -0.060], [-0.521, 0.582, 1.688]]
}